Record 1
Entry from OMol25: a molecular structure, BrZn2 in a non-equilibrium geometry (the ωB97M-V functional and the def2-TZVPD basis).

Its spin multiplicity is 2. For the HOMO energy (alpha / beta), the calculation gives -33.47 / -33.02 eV. The value obtained for the frontier orbital gap (alpha / beta) is 9.08 / 7.56 eV. The net charge is +4. The LUMO energy (alpha / beta) is -24.4 / -25.5 eV. As for the expectation value of S²: 0.75.

Geometry (Å):
Zn -11.520 -17.021 24.717
Zn -10.600 -18.966 19.967
Br -10.968 -17.984 22.689


Record 2
Entry from OMol25: a molecular structure, C35H72O18S8 in a non-equilibrium geometry (the ωB97M-V functional and the def2-TZVPD basis).

Its spin multiplicity is 1. For the HOMO energy, the calculation gives -7.68 eV. The value obtained for the frontier orbital gap is 8.10 eV. The net charge is 0. The LUMO energy is 0.4 eV.

Geometry (Å):
C -0.833 4.028 1.666
C 0.534 3.076 1.613
C 0.686 2.344 0.120
C 0.782 0.711 0.466
O -0.609 0.255 0.611
S -0.722 -1.276 1.351
O 0.316 -1.470 2.489
O -2.243 -1.224 2.191
C -3.355 -1.330 1.194
O -4.414 -0.315 1.401
C -4.087 0.954 0.719
C -5.370 2.002 0.906
H -0.941 4.688 0.698
H -0.730 4.792 2.568
H -1.771 3.310 1.829
H 1.511 3.662 1.930
H 0.350 2.243 2.448
H -0.335 2.548 -0.430
H 1.632 2.730 -0.455
H 1.376 0.224 -0.417
H 1.432 0.642 1.439
H -2.983 -1.293 0.083
H -3.849 -2.395 1.412
H -3.796 0.810 -0.415
H -3.167 1.483 1.265
H -5.382 2.866 0.116
H -6.342 1.320 0.790
H -5.325 2.444 2.012
C -5.389 1.755 -4.841
C -3.896 1.467 -4.995
C -3.138 2.575 -4.267
S -4.219 3.150 -2.966
O -4.594 4.519 -3.250
O -3.680 2.743 -1.684
C -5.594 2.092 -3.372
H -6.001 0.901 -5.147
H -5.666 2.613 -5.465
H -3.663 0.498 -4.537
H -3.601 1.412 -6.047
H -2.207 2.205 -3.829
H -2.928 3.419 -4.930
H -6.535 2.610 -3.177
H -5.522 1.195 -2.748
C -0.558 1.873 6.645
C -1.828 1.478 5.892
C -2.676 2.738 5.730
S -1.533 4.111 5.711
O -1.765 4.920 6.888
O -1.489 4.676 4.377
C -0.059 3.143 5.972
H 0.195 1.080 6.615
H -0.798 2.074 7.695
H -1.559 1.084 4.904
H -2.382 0.694 6.418
H -3.243 2.724 4.795
H -3.355 2.875 6.576
H 0.651 3.702 6.584
H 0.377 2.925 4.993
C 5.378 1.683 -2.063
C 4.486 2.686 -2.793
C 3.796 1.941 -3.934
S 3.672 0.236 -3.415
O 4.499 -0.572 -4.287
O 2.284 -0.082 -3.149
C 4.522 0.441 -1.862
H 5.740 2.080 -1.110
H 6.249 1.442 -2.683
H 3.733 3.078 -2.098
H 5.060 3.539 -3.168
H 2.795 2.336 -4.125
H 4.390 1.974 -4.851
H 5.107 -0.452 -1.635
H 3.767 0.604 -1.086
C 0.760 -4.640 -5.648
C 1.356 -3.792 -6.771
C 1.065 -2.328 -6.443
S 0.952 -2.227 -4.663
O -0.407 -1.876 -4.307
O 2.099 -1.504 -4.152
C 1.185 -3.966 -4.352
H 1.107 -5.677 -5.695
H -0.334 -4.644 -5.728
H 2.440 -3.952 -6.813
H 0.945 -4.067 -7.747
H 1.864 -1.671 -6.794
H 0.107 -2.007 -6.862
H 0.589 -4.276 -3.492
H 2.248 -4.131 -4.153
C -7.160 4.587 7.978
C -7.560 3.965 9.316
C -6.680 2.735 9.531
S -5.156 3.051 8.653
O -5.048 2.103 7.564
O -4.088 3.258 9.610
C -5.639 4.629 7.982
H -7.590 5.584 7.850
H -7.516 3.955 7.156
H -7.386 4.689 10.121
H -8.622 3.700 9.337
H -6.462 2.577 10.590
H -7.136 1.837 9.106
H -5.211 4.759 6.987
H -5.269 5.407 8.656
C 4.973 -8.487 -6.536
C 5.569 -7.639 -7.659
C 5.278 -6.175 -7.331
S 5.165 -6.074 -5.551
O 3.807 -5.723 -5.195
O 6.313 -5.351 -5.041
C 5.398 -7.813 -5.240
H 5.320 -9.524 -6.583
H 3.880 -8.491 -6.616
H 6.653 -7.799 -7.701
H 5.159 -7.914 -8.635
H 6.078 -5.518 -7.682
H 4.321 -5.854 -7.750
H 4.802 -8.123 -4.380
H 6.462 -7.978 -5.041
C 5.455 -2.776 2.941
C 4.185 -3.171 2.189
C 3.337 -1.911 2.027
S 4.481 -0.538 2.007
O 4.249 0.271 3.185
O 4.525 0.027 0.674
C 5.954 -1.506 2.269
H 6.208 -3.569 2.912
H 5.215 -2.575 3.992
H 4.454 -3.565 1.201
H 3.631 -3.955 2.715
H 2.771 -1.925 1.092
H 2.658 -1.774 2.872
H 6.665 -0.947 2.880
H 6.390 -1.724 1.289


Record 3
Entry from OMol25: 2 unconnected molecules or ions with the total composition C5H13NO2P in a non-equilibrium geometry (the ωB97M-V functional and the def2-TZVPD basis).

Its spin multiplicity is 1. For the HOMO energy, the calculation gives -3.47 eV. The value obtained for the frontier orbital gap is 7.39 eV. The net charge is -1. The LUMO energy is 3.9 eV.

Geometry (Å):
C -1.179 -0.269 2.356
C -0.577 1.883 1.156
C -2.028 0.159 0.150
C 2.312 -1.268 -2.271
C -1.408 0.629 1.192
N 0.540 -0.857 0.198
O 0.103 -0.293 -2.411
O 1.739 1.158 -1.219
P 1.200 -0.261 -1.191
H -1.761 0.067 3.186
H -1.430 -1.372 2.172
H -0.138 -0.220 2.699
H 0.162 1.750 2.018
H -1.193 2.740 1.202
H 0.045 1.964 0.282
H -2.185 0.703 -0.788
H -0.533 -1.103 -2.197
H -2.576 -0.778 0.151
H 2.938 -2.009 -1.881
H 1.751 -1.624 -3.101
H 2.989 -0.462 -2.575
H 1.230 -0.535 0.872


Record 4
Entry from OMol25: a molecular structure, C42H49FN7O8ReS in a non-equilibrium geometry (the ωB97M-V functional and the def2-TZVPD basis).

Its spin multiplicity is 4. For the HOMO energy (alpha / beta), the calculation gives -14.06 / -14.48 eV. The value obtained for the frontier orbital gap (alpha / beta) is 7.12 / 7.15 eV. The net charge is +3. The LUMO energy (alpha / beta) is -6.9 / -7.3 eV. As for the expectation value of S²: 3.77.

Geometry (Å):
Re -0.778 0.362 0.368
C 1.349 0.942 -6.468
C 0.681 0.880 -5.123
C 0.331 1.980 -4.451
C -0.334 1.903 -3.125
C -0.053 3.200 -2.268
N -1.130 3.666 -1.572
C -1.306 4.975 -0.940
C -1.499 4.906 0.589
C -2.522 3.846 1.018
N -2.928 4.046 2.422
C -2.596 3.475 3.535
C -1.747 2.376 3.918
C -1.342 2.445 5.268
C -0.420 1.590 5.835
C 0.010 1.725 7.276
C 0.125 0.635 4.991
C -0.259 0.481 3.654
C 0.477 -0.512 2.895
N 0.421 -0.753 1.627
C 1.443 -1.691 1.037
C 1.049 -3.136 0.672
C 0.183 -3.363 -0.596
N 0.184 -2.166 -1.387
C 0.220 -2.027 -2.639
C 0.150 -0.661 -3.257
C 0.509 -0.458 -4.525
C -0.230 0.498 -2.376
O 0.414 0.397 -1.163
C -1.281 1.305 3.116
O -1.846 1.050 1.963
H 1.390 1.961 -6.850
H 2.373 0.561 -6.394
H 0.826 0.315 -7.193
H 0.524 2.963 -4.873
H 0.413 3.976 -2.864
H -1.758 2.945 -1.258
H -0.452 5.616 -1.154
H -2.186 5.448 -1.378
H -0.556 4.706 1.084
H -1.835 5.894 0.916
H -3.430 3.923 0.416
H -2.132 2.845 0.921
H -3.520 4.856 2.550
H -3.017 3.997 4.388
H -1.763 3.232 5.889
H -0.838 1.953 7.921
H 0.476 0.810 7.638
H 0.735 2.534 7.388
H 0.884 -0.034 5.388
H 1.210 -1.075 3.472
H 1.807 -1.205 0.134
H 2.263 -1.757 1.750
H 2.012 -3.625 0.521
H 0.583 -3.633 1.527
H 0.514 -4.270 -1.115
H -0.854 -3.520 -0.292
H 0.318 -2.871 -3.340
H 0.773 -1.315 -5.142
F -4.694 -5.336 0.492
C -4.727 -4.366 -0.442
C -3.844 -3.344 -0.326
C -3.779 -2.336 -1.299
C -2.816 -1.275 -1.202
O -2.069 -1.204 -0.159
C -2.731 -0.405 -2.311
C -3.673 -0.464 -3.293
N -4.645 -1.397 -3.338
C -5.634 -1.334 -4.408
C -6.261 -0.012 -4.714
C -7.067 -1.082 -4.046
C -4.679 -2.394 -2.373
C -5.592 -3.456 -2.465
C -5.636 -4.475 -1.524
N -6.527 -5.545 -1.648
C -6.784 -6.504 -0.560
C -8.000 -7.361 -0.915
N -8.998 -6.509 -1.650
C -8.474 -6.094 -3.012
C -6.949 -6.042 -2.951
C -1.754 0.718 -2.203
O -1.772 1.668 -3.239
O -1.961 1.290 -0.933
H -3.160 -3.332 0.513
H -3.656 0.253 -4.104
H -5.417 -1.998 -5.235
H -6.458 0.218 -5.751
H -5.968 0.839 -4.113
H -7.825 -1.590 -4.627
H -7.306 -0.949 -2.998
H -6.280 -3.465 -3.298
H -6.985 -5.956 0.358
H -5.948 -7.176 -0.367
H -8.463 -7.756 -0.015
H -7.757 -8.195 -1.567
H -9.181 -5.676 -1.093
H -9.888 -6.997 -1.748
H -8.907 -5.124 -3.241
H -8.819 -6.818 -3.746
H -6.584 -5.417 -3.757
H -6.530 -7.037 -3.124
C 2.950 1.780 0.132
S 1.503 2.763 0.069
O 1.250 2.764 -1.417
O 1.733 4.058 0.612
O 0.425 2.037 0.840
H 3.775 2.431 -0.157
H 2.827 0.954 -0.567
H 3.075 1.436 1.161


E, record by record: -6130.25840 -5916.22745 -744.93560 -3190.54375 Ha